83
Properties=species:S:1:pos:R:3:forces:R:3:mulliken_charge:R:1 method="wB97M-V/def2-TZVPD" orbital_gap_ev=6.794 mol_weight_g_mol=707.18 charge=0 lumo_ev=0.1
Li 0.421439 -0.081247 -0.025166 -0.172 0.166 -0.153 0.98
Cl -5.250696 -2.472713 3.809373 0.074 0.048 0.097 -0.25
C -3.706635 -2.028256 3.108554 0.139 -0.081 0.130 0.10
C -2.580092 -2.841363 3.343624 -0.074 0.079 -0.020 -0.61
C -1.373328 -2.516668 2.789374 0.019 -0.057 0.060 -0.58
C -1.193546 -1.369098 1.941212 0.151 0.088 -0.103 -0.11
O -0.071065 -1.138361 1.399338 -0.311 -0.216 0.377 -0.22
C -2.364436 -0.553190 1.737061 0.019 -0.039 0.061 0.63
C -2.380346 0.582676 0.860664 0.032 0.012 -0.080 -0.10
N -1.390591 1.008616 0.156190 0.110 -0.062 0.082 0.13
C -1.558693 2.065186 -0.751101 -0.041 -0.021 -0.012 0.34
C -2.655233 2.887459 -0.872478 -0.074 0.033 0.066 -0.85
C -2.717520 3.899292 -1.853387 0.059 -0.017 -0.026 -0.94
C -1.682025 4.108213 -2.718921 -0.069 0.023 0.018 -0.86
C -0.524330 3.301730 -2.621572 0.035 -0.055 0.048 0.84
C 0.594479 3.464674 -3.470675 0.040 -0.002 -0.014 -0.72
C 1.678706 2.649932 -3.327048 -0.026 0.029 -0.006 -1.18
C 1.649909 1.662088 -2.319647 -0.110 0.013 0.102 -0.10
N 0.639114 1.483421 -1.507996 -0.093 0.097 -0.203 0.48
C -0.457683 2.284007 -1.643117 0.172 -0.096 -0.011 0.28
C -3.593026 -0.911377 2.334420 0.071 0.131 -0.112 -0.93
H -2.687052 -3.722603 3.966297 0.025 0.034 -0.031 0.43
H -0.499415 -3.137318 2.965778 -0.076 0.066 -0.035 0.43
H -3.359503 1.064504 0.785920 -0.083 0.006 -0.012 -0.03
H -3.499063 2.775027 -0.201814 0.053 0.007 -0.049 0.39
H -3.605760 4.515461 -1.916455 0.004 -0.009 0.018 0.39
H -1.733512 4.880943 -3.479050 0.021 -0.050 0.062 0.38
H 0.574822 4.242669 -4.226327 -0.007 -0.033 0.015 0.40
H 2.550240 2.750124 -3.960832 -0.018 -0.013 0.016 0.44
H 2.502053 1.003130 -2.178327 -0.023 0.020 0.019 0.48
H -4.467809 -0.294045 2.150593 0.047 -0.017 0.006 0.36
O -4.799658 -4.940649 0.466736 -0.003 0.100 -0.051 -0.55
C -5.149924 -3.561991 0.386035 0.073 -0.017 0.066 -0.25
C -4.077611 -2.824516 -0.363175 -0.024 -0.190 -0.043 0.34
C -4.377509 -1.722577 -1.148029 -0.011 0.093 0.014 -0.76
C -3.340328 -1.069407 -1.794214 0.158 0.016 0.003 -0.45
N -2.068954 -1.454684 -1.725919 0.003 -0.087 0.017 -0.48
C -1.777360 -2.521489 -0.976071 0.039 0.152 -0.114 0.92
C -2.754949 -3.222470 -0.275010 0.112 -0.067 0.037 -0.03
C -0.336008 -2.947754 -0.945107 -0.051 0.184 -0.066 -0.06
C 0.031444 -4.221253 -0.529207 -0.011 -0.120 -0.026 -0.60
C 1.364043 -4.605064 -0.576755 -0.058 -0.015 -0.019 0.69
C 1.777450 -5.999164 -0.187957 -0.059 -0.054 -0.192 -1.05
O 1.597759 -6.930443 -1.254953 -0.010 0.030 0.196 -0.51
C 2.292748 -3.692269 -1.052214 0.077 -0.051 0.040 -0.58
C 1.849363 -2.429762 -1.410802 -0.201 0.127 -0.064 -0.31
N 0.575114 -2.055206 -1.352999 0.094 -0.016 0.046 -0.40
H -5.416557 -5.376418 1.059810 -0.014 0.016 0.074 0.32
H -5.237820 -3.130164 1.387782 -0.057 -0.069 -0.141 -0.16
H -6.105522 -3.426281 -0.125455 -0.076 -0.027 -0.073 0.39
H -5.399049 -1.374459 -1.256029 0.039 -0.011 -0.013 0.43
H -3.537386 -0.188686 -2.402913 0.012 -0.092 0.028 0.42
H -2.504788 -4.063264 0.355422 -0.008 0.011 -0.041 0.41
H -0.709023 -4.933443 -0.187554 0.002 0.035 -0.049 0.50
H 1.151155 -6.362392 0.623373 -0.015 -0.035 0.053 0.40
H 2.815403 -5.993611 0.154871 0.070 -0.034 0.015 0.30
H 2.100244 -6.627528 -2.016546 0.018 0.067 -0.043 0.35
H 3.343495 -3.955969 -1.129213 -0.047 0.056 0.030 0.45
H 2.550725 -1.672690 -1.754625 -0.058 -0.060 0.071 0.34
O 2.342540 0.047426 0.416799 0.490 0.023 -0.052 -0.01
S 3.246736 0.846233 1.293256 0.006 0.120 0.147 -0.30
C 4.489421 1.597211 0.227679 -0.126 -0.053 0.031 0.53
C 5.099726 0.837182 -0.759731 0.067 -0.063 -0.065 -0.41
C 5.982199 1.448354 -1.633669 0.002 0.029 -0.028 -0.66
C 6.258139 2.809210 -1.510052 -0.020 -0.026 0.020 -0.46
C 5.658235 3.555738 -0.507317 0.006 -0.024 -0.019 -0.61
C 4.760573 2.948298 0.365149 -0.071 0.036 0.074 -0.22
C 4.340848 -0.337735 2.091562 -0.108 -0.047 -0.147 0.55
C 4.177011 -1.677224 1.789935 -0.048 -0.053 0.022 -0.23
C 5.016240 -2.607780 2.391654 0.040 -0.014 0.039 -0.64
C 5.988952 -2.190444 3.290404 -0.040 0.007 -0.027 -0.53
C 6.127446 -0.839531 3.595389 0.000 -0.014 0.013 -0.57
C 5.298572 0.095882 2.996335 0.045 0.083 0.011 -0.57
H 4.885756 -0.224344 -0.834426 -0.038 0.066 -0.020 0.35
H 6.456621 0.866693 -2.415033 -0.002 0.029 0.039 0.42
H 6.943425 3.286153 -2.200899 -0.022 -0.034 0.040 0.40
H 5.875649 4.612467 -0.410057 -0.016 -0.049 -0.002 0.40
H 4.269931 3.523904 1.144376 0.009 -0.042 -0.090 0.43
H 3.385242 -1.971720 1.110632 0.017 -0.006 0.008 0.43
H 4.904350 -3.662047 2.162880 -0.010 0.074 0.025 0.49
H 6.635362 -2.918338 3.765787 -0.021 0.030 -0.029 0.39
H 6.880187 -0.517683 4.305385 -0.041 -0.012 -0.043 0.38
H 5.402841 1.152686 3.225595 -0.011 -0.083 -0.014 0.38